A cluster of 8 separate species, C46H43F7IO6P in total at a distorted geometry. Source: the OMol25 dataset; level of theory: ωB97M-V/def2-TZVPD.

Last column: Löwdin charge in e.
CARTESIAN COORDINATES (ANGSTROEM)
C (3.2011, -4.3752, -4.2227)  -0.066
O (2.6603, -3.1948, -3.6524)  -0.176
C (1.2704, -3.2012, -3.6596)  -0.251
O (0.7803, -2.0356, -3.0222)  -0.112
P (1.6973, -1.1565, -2.0818)  0.352
O (2.2973, -1.8491, -0.9346)  -0.214
O (0.7139, -0.0036, -1.6220)  -0.089
O (2.7117, -0.3817, -3.0142)  -0.144
C (4.0759, -0.4235, -2.6326)  -0.252
C (4.8620, 0.4127, -3.6028)  -0.810
O (4.4255, 1.0746, -4.4743)  0.040
I (6.9863, 0.3351, -3.2489)  0.812
H (3.1272, -4.3416, -5.3108)  0.095
H (2.6929, -5.2616, -3.8424)  0.093
H (4.2480, -4.4119, -3.9401)  0.095
H (0.8914, -3.1911, -4.6860)  0.143
H (0.8622, -4.0711, -3.1386)  0.140
H (0.2598, -0.3951, -0.8544)  0.058
H (4.2301, -0.0223, -1.6317)  0.132
H (4.4677, -1.4390, -2.6545)  0.115
F (0.2541, -0.6659, 1.5093)  0.052
C (0.0199, 0.4210, 2.2816)  -0.268
C (0.3807, 0.3911, 3.6121)  0.004
C (0.1420, 1.5185, 4.3863)  -0.076
C (-0.4518, 2.6422, 3.8265)  -0.088
C (-0.8081, 2.6420, 2.4846)  -0.076
C (-0.5699, 1.5222, 1.7012)  -0.020
H (0.8424, -0.4958, 4.0267)  0.102
H (0.4231, 1.5161, 5.4268)  0.091
H (-0.6334, 3.5164, 4.4372)  0.102
H (-1.2750, 3.5129, 2.0445)  0.104
H (-0.8234, 1.5007, 0.6525)  0.099
F (-4.0173, 3.3013, -3.8165)  0.046
C (-2.7132, 3.1254, -4.1308)  -0.284
C (-2.0419, 2.0444, -3.5986)  -0.009
C (-0.7040, 1.8673, -3.9198)  -0.060
C (-0.0644, 2.7669, -4.7603)  -0.085
C (-0.7610, 3.8492, -5.2792)  -0.076
C (-2.1004, 4.0360, -4.9672)  -0.019
H (-2.5601, 1.3568, -2.9442)  0.097
H (-0.1670, 1.0341, -3.4932)  0.079
H (0.9779, 2.6269, -5.0066)  0.090
H (-0.2596, 4.5556, -5.9275)  0.105
H (-2.6650, 4.8696, -5.3624)  0.116
F (2.0192, 2.8396, 6.4968)  0.039
C (3.2776, 2.5705, 6.0814)  -0.286
C (3.8706, 1.4013, 6.5035)  -0.026
C (5.1504, 1.1092, 6.0571)  -0.081
C (5.8152, 1.9904, 5.2160)  -0.095
C (5.1926, 3.1624, 4.8077)  -0.084
C (3.9070, 3.4592, 5.2351)  -0.016
H (3.3312, 0.7302, 7.1563)  0.111
H (5.6249, 0.1874, 6.3646)  0.106
H (6.8145, 1.7605, 4.8724)  0.100
H (5.7071, 3.8486, 4.1489)  0.104
H (3.3960, 4.3589, 4.9205)  0.117
F (3.3230, 7.4997, -5.6438)  0.051
C (3.1137, 6.5294, -4.7286)  -0.288
C (2.6676, 6.8854, -3.4724)  -0.019
C (2.4507, 5.8830, -2.5380)  -0.081
C (2.6843, 4.5554, -2.8667)  -0.089
C (3.1360, 4.2253, -4.1369)  -0.091
C (3.3514, 5.2169, -5.0829)  -0.011
H (2.4956, 7.9271, -3.2382)  0.116
H (2.0943, 6.1421, -1.5502)  0.104
H (2.5086, 3.7773, -2.1355)  0.103
H (3.3185, 3.1913, -4.3926)  0.079
H (3.6960, 4.9825, -6.0811)  0.119
F (2.8628, -1.4285, 5.8278)  0.047
C (2.0197, -2.4605, 5.6073)  -0.301
C (2.4041, -3.4595, 4.7373)  -0.012
C (1.5289, -4.5113, 4.5116)  -0.079
C (0.2951, -4.5466, 5.1464)  -0.095
C (-0.0668, -3.5256, 6.0136)  -0.080
C (0.8004, -2.4696, 6.2529)  -0.025
H (3.3665, -3.4057, 4.2473)  0.120
H (1.8131, -5.3052, 3.8347)  0.105
H (-0.3840, -5.3680, 4.9637)  0.100
H (-1.0293, -3.5474, 6.5060)  0.105
H (0.5410, -1.6639, 6.9265)  0.119
F (-1.9821, -0.1420, -0.5181)  0.033
C (-3.3282, -0.0750, -0.3682)  -0.275
C (-3.9587, 1.1327, -0.5807)  -0.025
C (-5.3367, 1.1916, -0.4314)  -0.070
C (-6.0509, 0.0589, -0.0678)  -0.082
C (-5.3875, -1.1416, 0.1463)  -0.070
C (-4.0110, -1.2166, -0.0072)  -0.006
H (-3.3811, 2.0044, -0.8582)  0.113
H (-5.8509, 2.1274, -0.6017)  0.108
H (-7.1245, 0.1104, 0.0501)  0.104
H (-5.9448, -2.0191, 0.4352)  0.075
H (-3.4694, -2.1405, 0.1477)  0.116
F (-7.7347, -3.5385, 1.0750)  0.049
C (-7.3714, -4.6047, 0.3297)  -0.286
C (-6.0302, -4.9036, 0.2023)  -0.022
C (-5.6667, -6.0048, -0.5588)  -0.080
C (-6.6362, -6.7776, -1.1818)  -0.096
C (-7.9775, -6.4509, -1.0401)  -0.082
C (-8.3560, -5.3570, -0.2761)  -0.015
H (-5.2870, -4.2897, 0.6927)  0.108
H (-4.6207, -6.2583, -0.6644)  0.105
H (-6.3468, -7.6332, -1.7762)  0.101
H (-8.7355, -7.0495, -1.5262)  0.105
H (-9.3951, -5.0873, -0.1465)  0.118

Cartesian forces (eV/Å) of the 2 atoms listed first:
0.051 0.226 0.012
0.063 -0.063 0.111

The max |F| is 1.475 eV/A. The net charge is 0. The HOMO energy is -8.9 eV. The calculation puts the gap between HOMO and LUMO at 9.31 eV. Its SMILES is COCO[P@](=O)(O)OCC(=O)I.Fc1ccccc1.Fc1ccccc1.Fc1ccccc1.Fc1ccccc1.Fc1ccccc1.Fc1ccccc1.Fc1ccccc1. The value obtained for the electronic energy is -97098.4805 eV.